No. 1
{
  "formula": "C8H16Cl2N",
  "method": "ωB97M-V/def2-TZVPD",
  "e_homo_ev": -13.817,
  "orbital_gap_ev": 11.090,
  "charge": 1,
  "energy_ev": -35081.030,
  "e_above_lowest_kcal_mol": 1.3,
  "spin_multiplicity": 1,
  "smiles": "C/C=C(/C(Cl)Cl)[NH+](CC)CC",
  "lumo_ha": -0.100,
  "elements": ["Cl", "Cl", "N", "C", "C", "C", "C", "C", "C", "C", "C", "H", "H", "H", "H", "H", "H", "H", "H", "H", "H", "H", "H", "H", "H", "H", "H"],
  "positions_angstrom": [[2.9820, 1.9567, -0.2291], [3.1649, -0.9084, 0.0509], [-0.5114, -0.2401, -0.4736], [-0.6321, 0.5746, -1.7390], [0.6097, 0.3008, 0.1942], [-0.6271, -1.7747, -0.7449], [0.6043, 0.7003, 1.4531], [-0.6513, -2.5581, 0.5878], [-0.4974, 0.5326, 2.3830], [2.2877, 0.4579, -0.6001], [-0.5949, 2.0803, -1.2363], [-1.2464, -0.0252, 0.1245], [-0.7119, 2.6073, -2.1459], [2.3890, 0.1989, -1.6416], [-0.0432, 0.2639, 3.3706], [-1.6781, -2.5023, 0.8620], [0.3098, 2.2460, -0.6996], [-1.4912, 0.3914, -2.2135], [-0.0578, -2.0439, 1.3476], [-1.0894, -0.3712, 2.0833], [-1.4612, 2.2407, -0.5609], [0.3089, 0.5402, -2.3376], [-1.0641, 1.4021, 2.6090], [1.4423, 1.3520, 1.8815], [0.0823, -2.0309, -1.4843], [-1.6104, -1.8696, -1.2720], [-0.2131, -3.5213, 0.4311]],
  "atomic_forces_ev_per_a": [[0.31, 0.99, 0.18], [0.48, -0.54, 0.73], [1.46, -1.86, -2.97], [3.96, 3.26, 2.69], [5.55, 0.32, 0.27], [-1.39, 0.82, 0.69], [1.39, 1.73, -0.14], [0.78, 1.70, -1.20], [-0.11, -2.47, 1.45], [-3.28, -1.92, 1.10], [-1.84, -2.14, -0.16], [-2.22, 0.58, 1.17], [0.02, 1.23, -0.58], [-0.87, 0.72, -0.51], [-0.42, 0.02, -0.66], [-0.71, -0.82, 0.74], [0.48, 0.68, -0.12], [-3.10, -1.11, -1.98], [0.12, -0.15, -0.14], [-0.12, 1.08, 0.57], [0.44, 0.21, -0.42], [-1.04, -1.01, 0.32], [-0.74, 0.80, -0.20], [-0.82, -1.34, -1.06], [1.26, -0.21, -0.39], [0.70, 0.16, 0.52], [-0.29, -0.74, 0.10]],
  "mulliken_charge": [-0.0668, -0.1281, 0.1306, -0.5581, -0.9776, -0.4370, 0.3808, -1.1963, -1.4168, 0.0501, -0.9755, 0.5304, 0.4611, 0.3122, 0.3929, 0.4138, 0.3406, 0.6299, 0.2833, 0.3198, 0.2973, 0.2793, 0.3409, 0.3394, 0.4985, 0.4119, 0.3433]
}

=====

No. 2
{
  "formula": "C14H20N4O3S",
  "method": "ωB97M-V/def2-TZVPD",
  "e_homo_ev": -8.073,
  "orbital_gap_ev": 8.754,
  "charge": 0,
  "energy_ev": -37780.303,
  "e_above_lowest_kcal_mol": 39.3,
  "spin_multiplicity": 1,
  "smiles": "COCCN1CCn2c(nc3cc(NS(C)(=O)=O)ccc32)C1",
  "lumo_ha": 0.025,
  "elements": ["S", "O", "O", "O", "N", "N", "N", "N", "C", "C", "C", "C", "C", "C", "C", "C", "C", "C", "C", "C", "C", "C", "H", "H", "H", "H", "H", "H", "H", "H", "H", "H", "H", "H", "H", "H", "H", "H", "H", "H", "H", "H"],
  "positions_angstrom": [[5.0546, 3.0411, 1.7993], [6.2902, 3.7329, 1.5838], [-4.3030, -4.4080, -0.2120], [5.0940, 1.6754, 2.2194], [4.2135, 3.2301, 0.3744], [-0.2771, 0.4283, -1.0713], [0.4102, 0.2090, 1.0393], [-2.2532, -1.4606, -0.8537], [1.2752, 1.0470, 0.3836], [2.4072, 1.7044, 0.8500], [-4.1474, -5.7014, 0.3120], [-0.4791, -0.1375, 0.1511], [-3.1676, -3.5963, -0.0195], [-2.4621, -0.3227, -1.7315], [3.0984, 2.5047, -0.0443], [-3.4629, -2.2290, -0.6344], [1.5548, 1.9901, -1.8532], [4.0504, 3.9951, 2.9581], [-1.6431, -1.0320, 0.3940], [0.8556, 1.1964, -0.9609], [-1.1027, 0.1775, -2.2178], [2.6739, 2.6404, -1.3765], [-1.2134, 1.0983, -2.7985], [2.7534, 1.5527, 1.8564], [3.2471, 3.2705, -2.0406], [-4.1898, -1.6938, -0.0004], [4.1100, 5.0327, 2.6599], [3.0335, 3.6298, 2.9140], [-2.3670, -0.4942, 1.0376], [-1.2966, -1.9052, 0.9496], [1.2466, 2.0987, -2.8821], [-3.9332, -2.4143, -1.6025], [-2.9464, -3.5142, 1.0552], [-2.2910, -4.0351, -0.5201], [-3.9710, -5.6746, 1.3947], [-3.0545, -0.6403, -2.5908], [-5.0746, -6.2328, 0.1085], [-0.6362, -0.5869, -2.8509], [-2.9984, 0.4982, -1.2228], [-3.3112, -6.2264, -0.1661], [4.7472, 3.6970, -0.3387], [4.4657, 3.8550, 3.9477]],
  "atomic_forces_ev_per_a": [[-0.15, 0.56, -0.05], [-0.07, 0.24, -0.08], [-0.07, 0.28, -0.09], [-0.36, -0.01, 0.01], [0.75, 0.16, 0.49], [-0.08, -0.08, 0.30], [-0.19, -0.37, 0.45], [0.02, 0.06, -0.11], [-0.21, 0.18, -0.77], [-0.14, -0.06, -0.21], [0.02, -0.05, 0.06], [0.23, 0.12, 0.04], [0.06, 0.08, -0.04], [0.24, 0.06, -0.14], [-0.62, -0.45, 0.18], [-0.06, -0.34, 0.08], [-0.07, -0.05, -0.04], [0.50, -0.49, -0.54], [-0.14, -0.14, 0.19], [0.48, 0.15, 0.51], [-0.36, -0.12, -0.40], [0.14, 0.08, 0.05], [0.00, -0.07, 0.06], [-0.04, -0.07, 0.15], [0.05, 0.08, -0.09], [0.01, 0.02, -0.06], [0.00, 0.16, -0.09], [-0.21, -0.08, 0.00], [0.04, -0.06, -0.05], [0.00, 0.11, 0.04], [0.01, 0.04, -0.11], [0.00, 0.03, 0.05], [0.02, -0.03, -0.07], [-0.04, 0.06, 0.05], [-0.02, -0.02, -0.03], [0.02, 0.04, 0.04], [0.05, -0.07, 0.05], [-0.09, 0.11, 0.02], [-0.01, -0.03, -0.05], [-0.03, 0.00, 0.02], [0.22, 0.09, 0.05], [0.11, -0.09, 0.14]],
  "mulliken_charge": [1.0922, -0.6729, -0.3069, -0.6024, -0.3157, 0.1723, -0.8471, 0.0831, -0.1414, -0.0713, -0.7177, 0.3707, -0.5411, -0.8530, 1.3513, -0.7310, -1.2115, -0.8767, -0.4988, -0.0687, -0.5446, -0.8140, 0.4098, 0.5277, 0.3179, 0.2618, 0.2971, 0.3562, 0.2566, 0.3670, 0.4002, 0.3608, 0.3377, 0.3942, 0.2971, 0.4689, 0.2494, 0.2358, 0.3155, 0.3044, 0.2392, 0.3476]
}

=====

No. 3
{
  "formula": "C5H7NO",
  "method": "ωB97M-V/def2-TZVPD",
  "e_homo_ev": -9.042,
  "orbital_gap_ev": 9.966,
  "charge": 0,
  "energy_ev": -8832.356,
  "e_above_lowest_kcal_mol": 88.7,
  "spin_multiplicity": 1,
  "smiles": "C[C@]12N[C@H]1CC2=O",
  "lumo_ha": 0.034,
  "elements": ["O", "N", "C", "C", "C", "C", "C", "H", "H", "H", "H", "H", "H", "H"],
  "positions_angstrom": [[0.6252, 0.6343, -1.9720], [-1.7207, 0.2394, 0.2091], [0.2956, -0.0070, -1.0080], [-0.7884, -0.8013, 0.6417], [1.0258, 1.4252, 0.6938], [-0.2289, 0.5320, 0.2430], [-0.0987, -1.5037, -0.5439], [0.9939, 2.4725, 0.3772], [-2.0555, 0.0614, -0.7551], [-0.7683, -1.8623, -1.3199], [-0.9615, -1.2199, 1.6394], [2.0055, 1.0714, 0.2567], [0.5439, -2.3481, -0.2205], [1.1322, 1.3062, 1.7584]],
  "atomic_forces_ev_per_a": [[0.28, -1.35, 0.12], [0.77, 0.62, 0.09], [-0.49, -1.02, -0.86], [0.33, 0.20, 0.03], [-0.95, 0.11, 0.64], [1.68, 0.35, 0.07], [-0.37, 0.07, -0.67], [-0.43, -0.18, 0.30], [0.36, 0.42, 0.59], [-0.38, -0.59, 0.05], [0.27, 0.19, -0.47], [-1.42, -0.28, 0.14], [0.29, 0.94, -0.54], [0.06, 0.52, 0.52]],
  "mulliken_charge": [-0.5603, -0.6150, 0.2344, -0.2081, -1.0920, 0.7045, -0.7187, 0.3063, 0.2922, 0.2915, 0.4200, 0.3031, 0.2890, 0.3530]
}